Here is 9 unconnected molecules or ions with the total composition C46H82FNO18S8 from the OMol25 dataset. Energies are from ωB97M-V/def2-TZVPD.

Values from the calculation:
* SMILES string: Cc1ccccc1C[C@H]1C(=O)NC[C@@]1(F)CCO.O=S1(=O)CCCC1.O=S1(=O)CCCC1.O=S1(=O)CCCC1.O=S1(=O)CCCC1.O=S1(=O)CCCC1.O=S1(=O)CCCC1.O=S1(=O)CCCC1.O=S1(=O)CCCC1
* strongest force on any atom: 2.26 eV Å⁻¹
* E_HOMO: -8.66 eV
* electronic energy: -6496.3215 Ha
* gap between HOMO and LUMO: 0.3293 Eh

Each line ends with the Mulliken charge.
Element x y z (Å)
C -1.5399 -4.3843 -0.8668  -1.2439
C -1.3990 -3.1229 -1.7025  1.3804
C -0.1122 -2.7338 -2.0697  -0.9629
C 0.1418 -1.6172 -2.8651  -0.4522
C -0.9610 -0.8909 -3.3022  -0.9112
C -2.2516 -1.2546 -2.9315  -1.0271
C -2.5096 -2.3745 -2.1285  0.1520
C -3.9784 -2.6806 -1.8379  0.1437
C -4.3397 -3.0513 -0.3869  0.2474
C -4.3711 -1.7409 0.4578  -0.4788
O -3.4938 -1.3077 1.1558  -0.6530
N -5.6255 -1.1198 0.2211  -0.2452
C -6.6373 -2.0472 -0.3038  -0.2970
C -5.8486 -3.3696 -0.3779  0.9976
F -6.0980 -3.9237 0.9497  -0.3524
C -6.4324 -4.4607 -1.2839  -0.9376
C -5.4696 -5.5938 -1.7034  -0.3732
O -5.3400 -5.5948 -3.1329  -0.6298
H -0.5432 -4.8244 -0.7445  0.4360
H -2.1850 -5.1461 -1.3209  0.1388
H -1.8843 -4.1750 0.1515  0.2442
H 0.7555 -3.3065 -1.7425  0.2884
H 1.1474 -1.3376 -3.1658  0.6182
H -0.8467 -0.0246 -3.9502  0.4121
H -3.0870 -0.6654 -3.3085  0.4521
H -4.3250 -3.4147 -2.5744  0.4671
H -4.5225 -1.7521 -2.0583  -0.0903
H -3.9047 -3.9306 0.0787  0.9566
H -5.5763 -0.3364 -0.4220  0.4433
H -7.4646 -2.2732 0.3743  0.5688
H -7.0116 -1.8196 -1.3018  -0.7663
H -6.9333 -4.0461 -2.1658  0.0959
H -7.2313 -4.9303 -0.6981  0.6143
H -4.5060 -5.5797 -1.1856  0.0439
H -5.9385 -6.5543 -1.4532  0.4371
H -4.4162 -5.5231 -3.3920  0.3462
O -7.8848 -3.1876 5.2342  -0.7171
S -6.4593 -3.1842 5.4684  1.4271
O -5.8015 -4.2781 6.1421  -0.7354
C -5.6276 -2.8581 3.9219  -0.3630
C -5.5353 -1.3453 3.8536  -0.2587
C -5.1220 -0.8898 5.2588  -0.7759
C -6.0119 -1.6339 6.2624  -0.8699
H -6.1968 -3.2814 3.0984  0.0449
H -4.6386 -3.3140 3.9719  0.4260
H -4.8289 -1.0432 3.0850  0.0701
H -6.5045 -0.9097 3.5970  0.2894
H -4.0759 -1.1512 5.4341  0.3042
H -5.2126 0.1898 5.3749  0.3871
H -5.4890 -1.8492 7.1913  0.4068
H -6.9289 -1.0859 6.4722  0.3713
O 3.0668 -0.9307 -4.3251  -0.6837
S 4.3412 -0.3418 -3.9837  1.0913
O 5.5875 -1.0064 -4.2987  -0.6849
C 4.3876 1.3269 -4.6235  -0.7728
C 3.8023 2.1762 -3.4989  -0.6815
C 4.4209 1.6392 -2.2048  1.4773
C 4.3222 0.1116 -2.2502  -0.4981
H 3.8207 1.3802 -5.5512  0.5002
H 5.4321 1.5807 -4.8062  0.2860
H 4.0217 3.2340 -3.6421  0.2032
H 2.7153 2.0574 -3.4677  0.3880
H 5.4639 1.9351 -2.1516  -0.5851
H 3.9246 2.0373 -1.3241  -0.4510
H 5.1630 -0.3638 -1.7501  0.2307
H 3.3859 -0.2443 -1.8203  0.3540
O -6.4543 -0.2255 -3.2011  -0.6472
S -7.6301 -0.8441 -3.7702  1.3351
O -8.4264 -1.7835 -3.0192  -0.7418
C -8.6926 0.4367 -4.4219  -0.8927
C -8.2127 0.6287 -5.8573  -0.5399
C -7.9777 -0.7821 -6.4120  -0.6748
C -7.1916 -1.5664 -5.3541  -0.6997
H -8.6034 1.3327 -3.8117  0.3934
H -9.7160 0.0629 -4.3938  0.3572
H -8.9405 1.1809 -6.4500  0.3626
H -7.2753 1.1897 -5.8654  0.2848
H -8.9395 -1.2673 -6.5908  0.3002
H -7.4423 -0.7593 -7.3601  0.3399
H -7.4555 -2.6214 -5.3487  0.4068
H -6.1166 -1.4538 -5.4859  0.3900
O 9.9544 1.4689 -0.8812  -0.7274
S 8.8680 1.1572 -1.7780  0.9664
O 7.6221 1.8716 -1.7280  -0.4664
C 9.4896 1.1786 -3.4566  -0.6587
C 9.9792 -0.2453 -3.6995  -0.7277
C 8.9082 -1.1650 -3.0993  -0.3161
C 8.5582 -0.6146 -1.7117  -0.5353
H 10.2739 1.9272 -3.5463  0.4477
H 8.6558 1.4263 -4.1137  0.3045
H 10.1302 -0.4394 -4.7608  0.3714
H 10.9320 -0.4035 -3.1879  0.3119
H 8.0195 -1.1539 -3.7335  0.0818
H 9.2518 -2.1971 -3.0366  0.3529
H 7.5137 -0.7826 -1.4609  0.1482
H 9.1981 -1.0362 -0.9378  0.3750
O 2.9758 1.9318 0.4070  -0.6939
S 1.8571 2.7556 0.7954  1.2147
O 0.6366 2.7817 0.0321  -0.7804
C 1.4748 2.4262 2.5112  -0.7973
C 2.3549 3.4024 3.2863  -0.5380
C 2.2665 4.7363 2.5338  -0.7197
C 2.4489 4.4332 1.0413  -0.2305
H 1.6806 1.3828 2.7390  0.4057
H 0.4169 2.6413 2.6607  0.3530
H 2.0279 3.4985 4.3210  0.3649
H 3.3890 3.0499 3.2899  0.2785
H 1.2845 5.1843 2.7020  0.2813
H 3.0144 5.4473 2.8834  0.3681
H 1.8713 5.1081 0.4142  0.4446
H 3.4985 4.4620 0.7485  -0.0676
O 7.8875 4.1146 -1.4103  -0.6593
S 6.6525 4.8468 -1.4747  1.2132
O 5.3730 4.1975 -1.3023  -0.5675
C 6.7542 6.2418 -0.3627  -0.3027
C 7.3575 7.3568 -1.2095  -0.5688
C 6.6480 7.2810 -2.5680  -0.7762
C 6.6314 5.8077 -2.9952  -0.7173
H 7.3608 5.9778 0.4974  -0.1897
H 5.7422 6.4934 -0.0450  0.3437
H 7.2277 8.3292 -0.7370  0.4372
H 8.4285 7.1868 -1.3430  0.2698
H 5.6238 7.6463 -2.4638  0.2705
H 7.1409 7.9004 -3.3168  0.3775
H 5.7377 5.5580 -3.5633  0.3058
H 7.5194 5.5445 -3.5675  0.4489
O 8.9337 8.2188 2.2268  -0.6693
S 8.5296 7.0542 2.9748  1.2353
O 7.1726 6.5639 2.9422  -0.6429
C 9.6443 5.7108 2.5822  -0.6488
C 10.7769 5.8555 3.5933  -0.7294
C 10.1028 6.1666 4.9359  -0.6277
C 9.0516 7.2546 4.6816  -0.6764
H 9.9732 5.7964 1.5484  0.4207
H 9.1020 4.7765 2.7275  0.4168
H 11.3825 4.9519 3.6440  0.3572
H 11.4293 6.6838 3.3071  0.3196
H 9.6159 5.2657 5.3151  0.3017
H 10.8248 6.4878 5.6856  0.3295
H 8.1878 7.1466 5.3330  0.3392
H 9.4725 8.2531 4.7863  0.3545
O -11.4068 -8.6974 5.8667  -0.6557
S -9.9844 -8.6912 6.1048  1.1502
O -9.3266 -9.7849 6.7755  -0.6725
C -9.1495 -8.3615 4.5568  -0.7233
C -9.0532 -6.8401 4.4955  -0.5943
C -8.6482 -6.3892 5.9030  -0.3231
C -9.5385 -7.1432 6.8993  -0.7207
H -9.7175 -8.7940 3.7360  0.4099
H -8.1610 -8.8174 4.6112  0.3574
H -8.3334 -6.5156 3.7447  0.2544
H -10.0259 -6.4148 4.2368  0.3265
H -7.6009 -6.6429 6.0791  0.2808
H -8.7463 -5.3133 6.0233  0.1781
H -9.0174 -7.3584 7.8290  0.3651
H -10.4582 -6.5990 7.1076  0.3731